# 1
ORCA calculation (ωB97M-V/def2-TZVPD) on C12H23N3O3Sr as an isolated structure in a non-equilibrium geometry.

Cartesian coordinates (Å):
Sr1 0.070 0.293 0.009
O1 -0.855 -0.208 -2.100
O2 1.402 1.258 -1.697
O3 2.069 2.156 -3.662
N1 0.464 0.619 -3.799
N2 0.315 -1.506 2.322
N3 -0.456 1.251 2.892
C1 0.852 0.808 -5.213
C2 1.744 2.010 -5.101
C3 -2.191 -1.874 -4.141
C4 0.263 2.481 3.207
C5 -1.894 1.524 2.873
C6 -1.035 -1.180 -4.297
C7 -0.202 -2.774 1.814
C8 -0.525 -0.258 -3.326
C9 -0.502 -1.133 3.517
C10 1.710 -1.693 2.740
C11 1.313 1.343 -2.956
C12 -0.169 0.262 3.973
H1 -1.563 -1.218 3.267
H2 -2.128 2.265 2.101
H3 -0.148 -3.561 2.585
H4 -1.249 -2.652 1.515
H5 1.779 -2.436 3.559
H6 -2.432 -2.630 -4.892
H7 -0.282 -1.825 4.350
H8 1.211 2.929 -5.397
H9 -2.879 -1.658 -3.317
H10 -0.014 0.993 -5.858
H11 -2.463 0.613 2.647
H12 -0.395 -1.292 -5.168
H13 -0.785 0.485 4.865
H14 -2.235 1.908 3.855
H15 0.075 3.237 2.440
H16 2.145 -0.750 3.090
H17 0.373 -3.090 0.938
H18 1.416 -0.056 -5.587
H19 0.885 0.330 4.262
H20 2.706 1.906 -5.622
H21 2.310 -2.039 1.893
H22 -0.035 2.881 4.191
H23 1.338 2.283 3.227

Summary:
Net charge = +2
LUMO = -0.260 hartree
E_tot = -891.2922 a.u.
HOMO energy = -15.1854 eV
Multiplicity = 1

=====

# 2
ORCA calculation (ωB97M-V/def2-TZVPD) on C8H19N5S as an isolated structure in a non-equilibrium geometry.

Cartesian coordinates (Å):
S1 -3.410 -0.644 -1.221
N1 2.709 -1.880 -1.006
N2 -5.290 -1.147 0.524
N3 2.654 0.144 0.100
N4 -3.258 -0.120 1.603
N5 4.924 -1.251 0.251
C1 -4.051 -0.529 0.546
C2 0.601 0.902 1.145
C3 -1.682 -0.372 -1.093
C4 -1.243 1.023 -1.143
C5 1.294 -0.408 0.871
C6 0.125 1.443 -1.234
C7 3.436 -1.006 -0.234
C8 0.732 1.980 0.072
H1 -1.390 -0.602 -2.127
H2 5.299 -0.159 0.964
H3 -1.856 1.474 -1.961
H4 -0.443 0.584 1.569
H5 0.482 3.258 0.243
H6 3.335 0.747 0.575
H7 5.506 -1.643 -0.515
H8 -5.973 -0.995 1.497
H9 -3.742 -0.644 2.481
H10 -1.880 1.665 -0.569
H11 1.861 1.983 -0.316
H12 3.453 -2.729 -1.190
H13 -1.171 -0.783 -0.251
H14 0.513 2.088 -2.210
H15 -5.492 -2.158 0.072
H16 1.261 1.373 1.922
H17 0.629 -1.144 0.126
H18 0.584 0.496 -1.551
H19 1.484 -0.946 2.060

Summary:
Net charge = 0
ΔE to the lowest compared entry with this formula, charge and spin = 919.8 kJ/mol
LUMO = 0.012 hartree
E_tot = -987.8487 a.u.
HOMO energy = -8.6431 eV
Multiplicity = 1

=====

# 3
ORCA calculation (ωB97M-V/def2-TZVPD) on a 8-piece molecular cluster, C34H68ClFN8O11S2 overall in a non-equilibrium geometry.

Cartesian coordinates (Å):
Cl1 3.425 -4.156 1.681
S1 2.420 2.359 2.240
S2 0.650 5.006 0.899
F1 1.094 2.820 3.080
O1 -0.012 -4.762 0.794
O2 1.347 3.194 -3.539
O3 2.946 1.781 -3.049
O4 3.366 3.436 2.114
O5 -1.401 -10.685 3.690
O6 -2.206 4.653 0.105
O7 -7.173 3.666 -1.419
O8 2.924 1.197 2.933
O9 1.860 8.286 -1.203
O10 1.608 -2.778 -2.022
O11 9.451 -1.842 2.708
N1 7.211 -1.409 2.665
N2 -7.280 3.736 -3.697
N3 1.279 7.555 -3.283
N4 -3.505 -10.684 4.577
N5 -0.526 -6.730 1.822
N6 2.391 -3.417 -4.065
N7 1.414 2.602 -0.347
N8 -4.285 4.696 1.042
C1 3.701 -3.756 -3.538
C2 6.867 -2.795 2.400
C3 8.516 -1.071 2.795
C4 0.999 1.758 -1.515
C5 1.397 4.073 -0.493
C6 1.322 0.246 -1.215
C7 1.776 1.822 0.608
C8 -1.455 -7.489 2.635
C9 2.146 8.015 -2.357
C10 -0.757 -5.447 1.474
C11 6.146 -0.432 2.781
C12 0.953 -0.658 1.378
C13 -4.133 -10.453 3.289
C14 -5.098 4.579 2.235
C15 -7.055 3.061 -4.961
C16 -0.557 1.801 -1.606
C17 -1.317 2.811 -2.190
C18 2.030 -1.696 1.917
C19 1.688 7.248 -4.640
C20 -7.817 5.086 -3.706
C21 2.285 -2.910 0.946
C22 1.451 -2.947 -3.218
C23 -2.943 4.565 1.073
C24 2.004 6.204 1.350
C25 1.688 0.289 0.343
C26 -2.156 -10.779 4.639
C27 -7.006 3.151 -2.510
C28 0.696 -7.370 1.367
C29 -4.342 -10.806 5.754
C30 -4.935 4.964 -0.230
C31 2.200 6.366 2.903
C32 -0.109 7.358 -2.904
C33 2.135 -3.593 -5.481
C34 1.830 2.248 -2.788
H1 2.264 -0.129 -1.683
H2 -1.708 -5.055 1.869
H3 -5.028 -11.647 5.623
H4 0.758 4.278 -1.398
H5 5.483 -0.718 3.601
H6 1.118 7.869 -5.336
H7 1.557 -6.812 1.740
H8 3.173 8.128 -2.742
H9 -7.985 5.420 -4.728
H10 6.549 0.561 2.979
H11 1.737 -2.146 2.904
H12 -3.872 -11.267 2.609
H13 -1.099 0.908 -1.185
H14 5.787 -2.909 2.321
H15 -4.544 5.898 -0.642
H16 -6.653 2.062 -4.800
H17 -4.709 4.155 -0.924
H18 -2.322 -6.885 2.903
H19 0.133 -1.217 0.847
H20 2.756 -2.625 -0.025
H21 2.279 -4.644 -5.744
H22 4.145 -2.871 -3.079
H23 0.494 -2.719 -3.716
H24 -0.950 -7.814 3.547
H25 -6.347 3.640 -5.557
H26 -0.529 8.308 -2.567
H27 -1.782 -10.954 5.662
H28 2.834 -2.978 -6.051
H29 2.955 5.742 0.959
H30 1.116 -3.299 -5.731
H31 -5.645 5.512 2.391
H32 -8.002 2.982 -5.500
H33 -1.220 2.995 -3.288
H34 -0.683 6.984 -3.751
H35 2.501 7.411 3.187
H36 -4.917 -9.887 5.884
H37 8.667 0.003 2.994
H38 0.742 -8.397 1.725
H39 -7.112 5.757 -3.211
H40 1.327 -3.435 0.706
H41 -3.737 -10.977 6.644
H42 -8.759 5.102 -3.154
H43 -6.009 5.043 -0.099
H44 0.479 -0.080 2.219
H45 3.038 5.715 3.275
H46 -3.762 -9.517 2.869
H47 1.270 6.039 3.431
H48 1.488 6.194 -4.846
H49 -5.215 -10.402 3.398
H50 -1.788 -8.365 2.075
H51 2.751 7.443 -4.778
H52 2.424 4.433 -0.739
H53 0.506 -0.495 -1.361
H54 -2.549 4.364 2.084
H55 1.898 7.179 0.788
H56 4.348 -4.120 -4.334
H57 -2.018 3.391 -1.538
H58 7.246 -3.420 3.210
H59 2.776 -0.013 0.356
H60 3.021 -1.196 2.105
H61 -6.604 2.130 -2.613
H62 -4.479 4.379 3.110
H63 7.339 -3.109 1.467
H64 3.592 -4.528 -2.772
H65 5.577 -0.407 1.848
H66 0.723 -7.360 0.275
H67 -0.162 6.642 -2.081
H68 -5.810 3.760 2.106

Summary:
Net charge = 0
LUMO = -0.059 hartree
E_tot = -3958.2170 a.u.
HOMO energy = -7.6179 eV
Multiplicity = 1

=====

# 4
ORCA calculation (ωB97M-V/def2-TZVPD) on a 2-piece molecular cluster, C5H16N3 overall in a non-equilibrium geometry.

Cartesian coordinates (Å):
N1 -2.142 -0.514 -2.168
N2 1.446 -0.465 -0.133
N3 -0.923 -0.877 1.199
C1 -1.829 -1.331 0.099
C2 1.937 1.852 -0.679
C3 -2.215 -0.125 -0.778
C4 1.990 0.839 0.181
C5 2.525 0.958 1.572
H1 2.207 -1.136 -0.132
H2 -1.293 -2.053 -0.514
H3 2.854 -0.012 1.952
H4 1.747 1.265 2.284
H5 -1.360 -0.131 1.735
H6 -1.497 0.669 -0.568
H7 -0.706 -1.637 1.842
H8 1.572 1.727 -1.690
H9 -2.804 -1.238 -2.420
H10 -3.201 0.246 -0.487
H11 1.074 -0.431 -1.079
H12 -2.693 -1.822 0.543
H13 2.302 2.817 -0.362
H14 -0.002 -0.537 0.690
H15 -2.318 0.260 -2.792
H16 3.330 1.676 1.705

Summary:
Net charge = +1
ΔE to the lowest compared entry with this formula, charge and spin = 140.5 kJ/mol
LUMO = -0.110 hartree
E_tot = -364.1218 a.u.
HOMO energy = -12.7288 eV
Multiplicity = 1

=====

# 5
ORCA calculation (ωB97M-V/def2-TZVPD) on C14H38O13S6V as an isolated structure in a non-equilibrium geometry.

Cartesian coordinates (Å):
V1 0.665 0.224 0.640
S1 3.226 -2.010 -0.020
S2 -4.971 1.062 -2.267
S3 0.484 -2.219 3.026
S4 2.619 1.837 -1.509
S5 -1.468 3.345 -0.659
S6 -2.108 -3.373 -1.268
O1 -4.998 2.509 -1.862
O2 1.888 -1.431 -0.354
O3 -0.440 -0.370 -0.284
O4 1.989 2.584 2.507
O5 1.468 0.861 -1.358
O6 -0.432 2.441 -0.048
O7 -2.981 1.078 2.667
O8 -1.451 2.459 3.580
O9 -2.053 -2.646 0.034
O10 0.440 -1.707 1.614
O11 2.410 0.544 1.744
O12 -0.789 0.900 2.172
O13 3.916 1.552 3.060
C1 4.573 -0.845 -0.379
C2 -2.232 -5.139 -0.880
C3 -0.902 5.080 -0.658
C4 -6.445 0.268 -1.542
C5 -1.683 1.498 2.832
C6 -3.792 0.318 -1.099
C7 1.983 3.539 -1.610
C8 -0.415 -3.358 -1.946
C9 2.100 -1.853 3.760
C10 0.795 -3.976 2.713
C11 2.706 1.594 2.410
C12 3.625 -3.068 -1.416
C13 -2.730 3.636 0.609
C14 3.160 1.708 -3.255
H1 -6.257 0.160 -0.475
H2 -0.346 5.367 -1.549
H3 2.330 1.886 -3.944
H4 -6.734 -0.667 -2.013
H5 -3.100 -5.231 -0.221
H6 -2.809 0.278 -1.568
H7 0.574 -4.688 3.509
H8 4.548 -3.622 -1.234
H9 -2.248 4.025 1.507
H10 3.490 0.681 -3.394
H11 -0.243 5.178 0.209
H12 -3.336 2.759 0.806
H13 -2.522 -5.696 -1.770
H14 -0.336 -4.075 -2.766
H15 0.054 -4.252 1.959
H16 2.061 -0.852 4.198
H17 -1.714 5.799 -0.565
H18 -7.208 1.041 -1.645
H19 -3.710 0.895 -0.179
H20 1.249 3.734 -2.392
H21 -0.138 -2.415 -2.424
H22 -3.502 1.773 3.085
H23 -1.420 -5.547 -0.280
H24 5.559 -1.281 -0.210
H25 2.895 -1.654 3.037
H26 2.893 -3.865 -1.587
H27 2.372 -2.618 4.482
H28 -3.385 4.424 0.232
H29 4.422 -0.002 0.293
H30 3.885 2.458 -3.568
H31 3.950 2.488 3.318
H32 -4.039 -0.709 -0.826
H33 4.595 -0.630 -1.448
H34 1.814 -4.085 2.348
H35 1.504 3.679 -0.640
H36 3.652 -2.643 -2.423
H37 0.302 -3.455 -1.130
H38 2.741 4.320 -1.689

Summary:
Net charge = 0
LUMO (spin up / spin down) = 0.000 / 0.000 hartree
E_tot = -4867.3563 a.u.
HOMO energy (spin up / spin down) = -7.5460 / -7.5727 eV
Multiplicity = 2

=====

# 6
ORCA calculation (ωB97M-V/def2-TZVPD) on a 3-piece molecular cluster, C3H10O3S2 overall in a non-equilibrium geometry.

Cartesian coordinates (Å):
S1 -1.832 -0.713 1.601
S2 -3.176 -0.626 -0.084
O1 3.363 1.829 3.898
O2 1.545 -2.277 1.212
O3 0.949 1.304 -2.114
C1 -0.071 0.957 -2.597
C2 -0.943 -0.102 -1.802
C3 -2.282 0.369 -1.218
H1 2.080 -2.805 1.733
H2 -0.269 -0.543 -0.945
H3 3.437 1.526 3.024
H4 -0.924 -1.058 -2.439
H5 -0.442 1.179 -3.602
H6 -3.045 0.580 -2.101
H7 2.470 1.581 4.138
H8 -2.181 1.327 -0.625
H9 2.048 -1.611 0.993
H10 -0.727 -0.916 0.929

Summary:
Net charge = +1
ΔE to the lowest compared entry with this formula, charge and spin = 120.6 kJ/mol
LUMO (spin up / spin down) = -0.205 / -0.315 hartree
E_tot = -1142.0110 a.u.
HOMO energy (spin up / spin down) = -13.7840 / -13.7840 eV
Multiplicity = 2

=====

Copy entry 1 word for word.
ORCA calculation (ωB97M-V/def2-TZVPD) on C12H23N3O3Sr as an isolated structure in a non-equilibrium geometry.

Cartesian coordinates (Å):
Sr1 0.070 0.293 0.009
O1 -0.855 -0.208 -2.100
O2 1.402 1.258 -1.697
O3 2.069 2.156 -3.662
N1 0.464 0.619 -3.799
N2 0.315 -1.506 2.322
N3 -0.456 1.251 2.892
C1 0.852 0.808 -5.213
C2 1.744 2.010 -5.101
C3 -2.191 -1.874 -4.141
C4 0.263 2.481 3.207
C5 -1.894 1.524 2.873
C6 -1.035 -1.180 -4.297
C7 -0.202 -2.774 1.814
C8 -0.525 -0.258 -3.326
C9 -0.502 -1.133 3.517
C10 1.710 -1.693 2.740
C11 1.313 1.343 -2.956
C12 -0.169 0.262 3.973
H1 -1.563 -1.218 3.267
H2 -2.128 2.265 2.101
H3 -0.148 -3.561 2.585
H4 -1.249 -2.652 1.515
H5 1.779 -2.436 3.559
H6 -2.432 -2.630 -4.892
H7 -0.282 -1.825 4.350
H8 1.211 2.929 -5.397
H9 -2.879 -1.658 -3.317
H10 -0.014 0.993 -5.858
H11 -2.463 0.613 2.647
H12 -0.395 -1.292 -5.168
H13 -0.785 0.485 4.865
H14 -2.235 1.908 3.855
H15 0.075 3.237 2.440
H16 2.145 -0.750 3.090
H17 0.373 -3.090 0.938
H18 1.416 -0.056 -5.587
H19 0.885 0.330 4.262
H20 2.706 1.906 -5.622
H21 2.310 -2.039 1.893
H22 -0.035 2.881 4.191
H23 1.338 2.283 3.227

Summary:
Net charge = +2
LUMO = -0.260 hartree
E_tot = -891.2922 a.u.
HOMO energy = -15.1854 eV
Multiplicity = 1

=====

Q: Which of these has the lowest E_tot?
A: C14H38O13S6V